Entry 1:
ORCA calculation (ωB97M-V with the def2-TZVPD basis set) on 2 unconnected molecules or ions with the total composition C2H3NOS.

Last column: Mulliken charge in e.
Geometry (Å):
1 N 1.13970 -1.39192 0.00944  -0.27
2 C 1.05359 -1.73801 -1.13213  0.32
3 S 1.00396 -2.31871 -2.59474  -0.35
4 H 1.49150 -0.84139 0.72615  0.31
5 C -1.12119 0.57629 1.41581  -0.09
6 O -0.23171 0.72849 0.66441  -0.36
7 H -1.17656 -0.40324 1.98373  0.21
8 H -2.01301 1.31335 1.56943  0.23

Calculated values
E_HOMO = -9.196 eV
structure (SMILES) = N=C=S.C=O
HOMO-LUMO gap = 0.364 Eh
LUMO = 0.7 eV
2S+1 = 1

***

Entry 2:
ORCA calculation (ωB97M-V with the def2-TZVPD basis set) on 2 unconnected molecules or ions with the total composition C2H4N2OS.

Last column: Mulliken charge in e.
Geometry (Å):
1 C 3.40287 0.70056 -0.06206  0.13
2 C -1.38351 0.26486 0.01086  0.44
3 N -1.60703 -1.02366 -0.21047  -0.40
4 N -0.07385 0.52042 0.38038  -0.42
5 O 4.49559 0.48609 0.12549  -0.15
6 S -2.48941 1.39956 0.12375  -0.42
7 H 0.54606 -0.41924 0.28679  0.18
8 H -0.75669 -1.74080 -0.23024  0.19
9 H -2.47998 -1.49290 -0.40345  0.21
10 H 0.34593 1.30511 -0.02104  0.24

Calculated values
E_HOMO = -8.245 eV
HOMO-LUMO gap = 0.320 Eh
LUMO = 0.5 eV
2S+1 = 1

***

Entry 3:
ORCA calculation (ωB97M-V with the def2-TZVPD basis set) on a molecular structure, C13H30IO4PSi2.

Last column: Mulliken charge in e.
Geometry (Å):
1 C -2.88985 3.53448 3.62768  -1.48
2 C -1.45383 3.37323 3.14894  -0.32
3 C -1.28526 2.73807 1.72542  -0.45
4 I -2.96429 2.99255 0.40685  0.08
5 Si 0.31363 3.44335 1.01855  0.62
6 O 0.58604 3.07683 -0.59916  -0.40
7 Si 0.34855 1.50118 -1.06297  0.07
8 C 1.93059 0.51289 -1.25192  -0.72
9 C 2.57546 0.02932 0.07487  -1.60
10 C 1.63376 -0.67968 1.04942  1.48
11 C 2.49498 -1.31133 2.17107  -1.68
12 C 0.78315 -1.78957 0.40886  -0.86
13 C 1.58774 -2.77719 -0.44199  -0.53
14 C 0.79100 -3.37767 -1.59382  -1.00
15 C -0.58094 -3.39969 -1.62103  0.86
16 C -1.42139 -4.12956 -0.60321  -1.24
17 C -1.28444 -2.62519 -2.69795  -1.29
18 P -0.66672 1.55083 -3.08140  1.18
19 O -0.79954 2.95950 -3.47438  -0.72
20 O -2.11732 0.82055 -3.08186  -0.54
21 O 0.27780 0.79729 -4.17088  -0.49
22 H -2.85045 3.90851 4.65587  0.40
23 H -3.42912 2.59129 3.68078  0.35
24 H -3.44439 4.28636 3.07479  0.41
25 H -0.94463 2.68572 3.82658  0.29
26 H -0.93634 4.33430 3.18383  0.27
27 H -1.17347 1.66878 1.89012  0.41
28 H 1.47332 3.04247 1.84409  -0.15
29 H 0.20400 4.91290 1.10475  -0.27
30 H -0.58062 0.80643 -0.15766  -0.15
31 H 2.65599 1.18306 -1.72586  0.60
32 H 1.79724 -0.31703 -1.95039  0.46
33 H 3.46062 -0.55847 -0.17228  0.50
34 H 2.93794 0.92792 0.58463  0.50
35 H 0.99111 0.05993 1.53564  -0.24
36 H 3.34864 -0.66347 2.37276  0.45
37 H 1.92246 -1.35524 3.10101  0.43
38 H 2.78644 -2.33224 1.93724  0.30
39 H -0.07337 -1.36374 -0.11853  0.20
40 H 0.34934 -2.35987 1.23527  0.43
41 H 2.51888 -2.38016 -0.83845  0.40
42 H 1.85508 -3.61153 0.22583  0.43
43 H 1.31343 -3.85658 -2.41869  0.43
44 H -2.45379 -4.16471 -0.94565  0.40
45 H -1.44013 -3.54777 0.33395  0.25
46 H -1.01590 -5.10129 -0.34698  0.32
47 H -1.77011 -1.77199 -2.21601  0.23
48 H -2.07653 -3.17722 -3.21800  0.46
49 H -0.55586 -2.20806 -3.39165  0.33
50 H -2.44367 0.70808 -2.17349  0.29
51 H -0.28522 0.41346 -4.86458  0.32

Calculated values
E_HOMO = -7.369 eV
HOMO-LUMO gap = 0.280 Eh
LUMO = 0.3 eV
2S+1 = 1

***

So what do the calculations give for E? Going down the list: -606.13749; -661.52899; -2032.40096 hartree.